No. 1
{"formula": "C5H10N3", "method": "ωB97M-V/def2-TZVPD", "charge": 1, "gap_ha": [0.2787, 0.2488], "e_above_lowest_kcal_mol": 114.4, "largest_force_ha_per_bohr": 0.041, "mol_weight_g_mol": 112.156, "e_tot_ev": -9806.7895, "lumo_ev": [-6.12, -6.79], "symbols": ["C", "C", "C", "C", "C", "N", "N", "N", "H", "H", "H", "H", "H", "H", "H", "H", "H", "H"], "coordinates": [[0.304351, 1.814768, 0.405844], [-1.516665, 0.627173, -0.104553], [-2.817199, 0.534639, -0.423347], [2.318560, 0.630098, -0.415478], [-0.467744, -1.426016, 0.794004], [-0.985578, 1.766507, 0.426891], [1.071926, 0.780572, 0.196141], [-0.593946, -0.453453, -0.262892], [0.739978, 2.794674, 0.601635], [-3.253231, -0.362010, -0.828181], [-3.463824, 1.362656, -0.193025], [2.368952, 1.031234, -1.432793], [3.059001, 1.161377, 0.198865], [2.610605, -0.422619, -0.395577], [-0.528044, -0.932011, 1.762119], [-1.277277, -2.160253, 0.726805], [0.478423, -1.959558, 0.709145], [-0.515221, -0.847151, -1.196430]], "forces_ev_per_a": [[0.882, 0.719, 0.147], [0.202, -0.018, 0.007], [-0.025, -0.090, 0.083], [1.142, 0.094, -0.457], [-0.037, -0.628, 0.628], [-1.354, 0.051, 0.080], [-1.627, -1.350, 0.280], [0.699, 0.807, -0.340], [0.292, -0.011, -0.166], [0.009, -0.137, -0.182], [-0.085, 0.166, 0.034], [-0.039, -0.031, 0.098], [-0.024, 0.021, -0.032], [-0.022, 0.119, -0.051], [0.060, 0.023, -0.078], [0.041, 0.094, -0.015], [0.006, 0.111, -0.013], [-0.119, 0.060, -0.024]]}



No. 2
{"formula": "C4H7NO", "method": "ωB97M-V/def2-TZVPD", "gap_ha": 0.3481, "e_above_lowest_kcal_mol": 111.6, "largest_force_ha_per_bohr": 0.088, "smiles": "C/C=C\\C=N\\O", "mol_weight_g_mol": 85.106, "e_tot_ev": -7794.8033, "lumo_ev": 0.65, "symbols": ["C", "C", "C", "C", "N", "O", "H", "H", "H", "H", "H", "H", "H"], "coordinates": [[0.226848, -1.662067, 1.811193], [0.024582, -0.215178, 1.990926], [-0.107235, 0.618531, 0.922954], [0.031330, 0.208167, -0.473536], [-0.200394, 1.039709, -1.416278], [-0.079777, 0.573855, -2.686678], [1.007261, -2.105584, 2.747669], [-0.962414, -2.156655, 1.873787], [0.806613, -1.965910, 0.646585], [-0.045393, 0.192290, 2.976567], [-0.345413, 1.673700, 1.076076], [0.396848, -0.790321, -0.732729], [0.130320, -0.413041, -2.689793]], "forces_ev_per_a": [[0.816, -3.502, -0.097], [0.158, 1.125, -2.473], [0.074, -0.275, 1.046], [0.115, 0.364, -0.317], [-0.211, -0.171, 0.762], [0.409, -1.411, -0.503], [-2.637, 1.006, -2.926], [3.805, 0.835, -0.160], [-2.024, 0.738, 4.000], [-0.158, 0.088, 0.482], [0.151, -0.300, -0.051], [-0.233, 0.053, 0.050], [-0.264, 1.449, 0.187]]}



No. 3
{"formula": "C3H6O", "method": "ωB97M-V/def2-TZVPD", "gap_ha": 0.4206, "e_above_lowest_kcal_mol": 29.0, "largest_force_ha_per_bohr": 0.006, "smiles": "C[C@H]1CO1", "mol_weight_g_mol": 58.080, "e_tot_ev": -5254.4387, "lumo_ev": 1.20, "symbols": ["C", "C", "C", "O", "H", "H", "H", "H", "H", "H"], "coordinates": [[-1.242715, 0.251886, 0.104136], [0.052052, -0.474592, -0.141138], [1.384383, 0.124666, -0.068181], [0.908006, -0.731102, 0.961681], [-2.020874, -0.460316, 0.397637], [-1.566158, 0.724278, -0.828556], [-1.160745, 1.008437, 0.890920], [-0.049201, -1.314972, -0.830063], [2.173499, -0.299504, -0.690320], [1.521756, 1.171218, 0.203888]], "forces_ev_per_a": [[0.003, -0.002, 0.026], [-0.209, 0.003, -0.255], [0.149, 0.191, -0.214], [-0.009, -0.153, 0.188], [0.111, 0.090, 0.005], [-0.011, 0.034, 0.131], [0.121, -0.092, -0.179], [0.061, -0.008, 0.139], [-0.077, 0.098, 0.141], [-0.138, -0.160, 0.017]]}



No. 4
{"formula": "C4H8O", "method": "ωB97M-V/def2-TZVPD", "gap_ha": 0.3778, "e_above_lowest_kcal_mol": 47.7, "largest_force_ha_per_bohr": 0.050, "smiles": "C[C@@H]1C[C@H]1O", "mol_weight_g_mol": 72.107, "e_tot_ev": -6323.0997, "lumo_ev": 1.07, "symbols": ["C", "C", "C", "C", "O", "H", "H", "H", "H", "H", "H", "H", "H"], "coordinates": [[-1.031153, -0.530290, -1.329587], [-0.083051, 0.339478, -0.474325], [1.183343, -0.202944, 0.226845], [-0.038101, 0.127633, 1.115495], [0.164100, 1.255060, 1.983023], [-2.173964, -0.241249, -1.176860], [-0.863996, -1.558484, -1.107989], [-0.777650, -0.292476, -2.402032], [-0.115915, 1.371946, -0.901628], [1.451552, -1.202646, -0.058439], [2.134477, 0.266104, 0.374204], [-0.893196, -0.546546, 1.309195], [1.043555, 1.214415, 2.442100]], "forces_ev_per_a": [[-0.805, 1.957, -0.102], [0.249, 1.683, 1.097], [-2.155, -1.103, -0.510], [0.787, 0.907, -2.283], [0.276, -0.731, -0.182], [2.437, -0.614, -0.139], [-0.165, -0.954, -0.077], [-0.364, -0.598, 0.980], [0.504, -0.702, 0.969], [-0.436, -0.798, 0.210], [-0.104, 1.249, 0.089], [1.102, 0.071, 0.819], [-1.325, -0.367, -0.871]]}